# C24H32FeN2O4P

A molecular structure, C24H32FeN2O4P at a distorted geometry (the ωB97M-V functional and the def2-TZVPD basis, the OMol25 dataset).

ORCA input file:
```
! wB97M-V def2-TZVPD RIJCOSX def2/J DEFGRID3
* xyz 1 5
C 1.60548 0.02993 -5.60664
O 2.36907 0.05871 -4.37720
C 2.18838 1.00042 -3.39980
C 2.12586 0.51636 -2.03344
C 1.23018 1.37061 -1.21059
C 1.96709 2.64920 -1.14347
C 2.36356 3.19003 -2.38842
C 2.25996 2.39675 -3.55911
Fe 3.67538 1.65110 -1.64629
C 4.06740 1.06427 -0.05953
O 4.65808 0.57645 0.81795
C 5.11849 2.81527 -1.50086
O 6.21191 3.20379 -1.45780
C 4.79865 0.55410 -2.53003
O 5.69975 0.08378 -3.09941
H 2.18379 -0.62005 -6.27336
H 0.61781 -0.42796 -5.40137
H 1.51781 1.04598 -6.02862
H 2.15244 -0.55822 -1.86702
H 0.27057 1.51859 -1.74809
H 0.94062 0.95185 -0.23698
H 1.96667 3.25807 -0.23820
H 2.65595 4.24269 -2.45988
H 2.39385 2.82413 -4.55287
C 0.10815 -2.39373 -1.30858
C -1.22147 -2.46390 -0.57074
C -2.37699 -2.23891 -1.54898
C -1.40616 -3.83234 0.07695
N -1.26968 -1.39467 0.45946
P -2.27433 -0.03051 0.35013
H -1.25378 0.93876 -0.07950
N -2.15155 0.23602 2.01940
C -3.12851 1.03864 2.79716
C -3.62731 0.23572 3.99486
C -4.32355 1.34917 1.89304
C -2.46526 2.33662 3.23914
C -1.10243 -0.49505 2.59734
C -0.58491 -1.45068 1.68605
C 0.54533 -2.20479 2.01615
C 1.19986 -1.94746 3.23129
C 0.68427 -1.01300 4.13680
C -0.49130 -0.30004 3.84320
H 0.95647 -2.55509 -0.63257
H 0.13155 -3.17659 -2.07810
H 0.23751 -1.42327 -1.80360
H -3.34711 -2.28268 -1.03309
H -2.29754 -1.28377 -2.08583
H -2.35874 -3.04698 -2.29336
H -2.35160 -3.86783 0.63273
H -1.44514 -4.58824 -0.71917
H -0.58849 -4.09733 0.75128
H -2.83743 0.01313 4.71652
H -4.40018 0.82138 4.51045
H -4.07561 -0.70853 3.65943
H -4.04130 1.94387 1.01342
H -4.82252 0.42781 1.55927
H -5.05281 1.93093 2.47374
H -2.17175 2.93431 2.36651
H -3.18291 2.91907 3.83009
H -1.57902 2.15387 3.85626
H 0.92443 -2.97237 1.33646
H 2.11620 -2.48553 3.46233
H 1.19116 -0.82575 5.07957
H -0.90427 0.40390 4.56548
*
```

Properties
Total energy (hartree): -2948.84196
Highest occupied orbital energy (spin up / spin down) (Ha): -0.3037 / -0.3798
Gap between HOMO and LUMO (spin up / spin down) (eV): 5.93 / 4.33
Max |F| (eV/Å): 6.9

Atom charges from the Löwdin analysis, given in e for atoms 1 to 8: number 1, C, carries -0.03; number 2, O, carries -0.11; number 3, C, carries -0.34; number 4, C, carries -0.23; number 5, C, carries -0.25; number 6, C, carries -0.20; number 7, C, carries -0.16; number 8, C, carries -0.04

---

# C36H44CsN7O6Si

A molecular structure, C36H44CsN7O6Si at a distorted geometry (the ωB97M-V functional and the def2-TZVPD basis, the OMol25 dataset).

ORCA input file:
```
! wB97M-V def2-TZVPD RIJCOSX def2/J DEFGRID3
* xyz -2 1
Cs -0.42961 -1.18836 0.57495
O -2.05622 -2.17220 4.61496
C -2.05606 -1.41182 3.50076
O -1.08250 -0.80170 3.15737
C -3.38018 -1.33070 2.83547
C -4.50315 -2.00903 3.31249
C -5.68505 -1.86224 2.61698
C -5.73237 -1.04279 1.50425
C -4.56675 -0.36710 1.12237
N -3.42873 -0.53178 1.78443
C -4.50840 0.63247 0.00740
O -5.66468 0.85568 -0.67590
O -3.53940 1.25269 -0.27987
H -1.13192 -2.20967 4.89978
H -4.43097 -2.62971 4.19260
H -6.57963 -2.37849 2.94126
H -6.66257 -0.94636 0.96088
H -6.34993 0.23472 -0.41653
C 3.13210 0.95912 1.77235
N 2.24337 1.36105 2.85123
C 2.23174 0.42892 3.94962
C 2.03912 2.71601 3.12511
C 1.90765 3.16144 4.44023
C 1.65543 4.49448 4.76532
C 1.55642 5.43381 3.75298
C 1.70357 5.03358 2.43385
C 1.90737 3.68408 2.06242
N 1.84690 3.27661 0.77869
C 2.23941 4.00303 -0.28857
C 3.27600 4.96240 -0.22842
C 3.85214 5.50125 -1.36902
C 3.39681 5.11854 -2.61974
C 2.33858 4.21559 -2.71668
C 1.72732 3.66655 -1.59311
N 0.68489 2.74607 -1.70578
C 0.43288 2.12702 -2.98163
C -0.51791 2.95803 -0.92800
H 4.19107 1.10733 2.04721
H 2.90325 1.53359 0.88116
H 2.97483 -0.09959 1.56504
H 3.06485 0.58351 4.65870
H 2.31794 -0.58001 3.54600
H 1.28619 0.49828 4.49419
H 1.99202 2.45394 5.25625
H 1.54084 4.78593 5.80421
H 1.34796 6.47390 3.98525
H 1.59393 5.75534 1.63254
H 3.66902 5.21341 0.75021
H 4.67556 6.20357 -1.27839
H 3.85315 5.51888 -3.51888
H 1.98539 3.93523 -3.70227
H -0.10344 2.78885 -3.68760
H -0.17351 1.23457 -2.82352
H 1.36873 1.80622 -3.43924
H -1.15347 3.74024 -1.38379
H -0.25731 3.25101 0.08465
H -1.09375 2.03538 -0.88945
C 3.11875 -2.44943 -1.07468
C 2.13683 -2.77287 -2.17200
C 2.45718 -3.71713 -3.14228
C 1.51365 -3.96342 -4.14379
C 0.33130 -3.27040 -4.15089
C 0.05916 -2.29877 -3.13152
N 0.98883 -2.10238 -2.15495
N -1.04802 -1.56067 -3.07519
Si -2.27213 -1.38942 -4.20672
C -1.71320 -0.83030 -5.95351
C -3.35817 -2.93186 -4.57504
C -3.49815 -0.06849 -3.61584
H 4.12280 -2.77220 -1.35209
H 2.84175 -2.93934 -0.13850
H 3.12434 -1.37504 -0.89014
H 3.40734 -4.23603 -3.12198
H 1.72489 -4.69665 -4.91731
H -0.41606 -3.44023 -4.91642
H -0.91173 -1.46879 -6.33497
H -1.31987 0.18921 -5.90516
H -2.52849 -0.84561 -6.68282
H -2.77459 -3.72259 -5.05513
H -4.19914 -2.69199 -5.23304
H -3.76540 -3.34556 -3.64707
H -3.00549 0.67182 -2.98411
H -4.31331 -0.50654 -3.03139
H -3.94638 0.45859 -4.46343
O 3.20856 -3.06765 2.56337
C 2.09167 -3.54250 2.68795
C 1.83245 -4.85159 3.47218
C 0.31853 -4.98086 3.43465
C -0.10777 -3.80120 2.53124
O -1.28536 -3.61394 2.20404
N 0.93596 -3.04050 2.18553
H 2.25091 -4.76419 4.47479
H 2.34830 -5.66604 2.96241
H -0.15293 -4.86242 4.41334
H -0.04593 -5.91377 3.00368
*
```

Properties
Total energy (hartree): -2542.74580
Highest occupied orbital energy (Ha): -0.0168
ΔE to the lowest compared entry with this formula, charge and spin (kcal/mol): 0.0
Gap between HOMO and LUMO (eV): 3.51
Max |F| (eV/Å): 2.1

Atom charges from the Löwdin analysis, given in e for atoms 1 to 8: number 1, Cs, carries 1.10; number 2, O, carries 0.10; number 3, C, carries -0.53; number 4, O, carries -0.08; number 5, C, carries -0.17; number 6, C, carries 0.03; number 7, C, carries -0.04; number 8, C, carries 0.01

---

# C5H8O

C5H8O in the gas phase at a distorted geometry (the ωB97M-V functional and the def2-TZVPD basis, the OMol25 dataset).

ORCA input file:
```
! wB97M-V def2-TZVPD RIJCOSX def2/J DEFGRID3
* xyz 0 1
C 1.25521 0.39360 -0.74384
C 0.57022 0.40730 0.53827
C -0.85467 1.02747 0.84985
O -1.85501 0.22043 0.37451
C -0.83050 -1.22482 -0.61678
C 0.45862 -0.97524 -0.02254
H 0.73856 0.53036 -1.68462
H 2.31893 0.69504 -0.80026
H 1.29664 0.45169 1.34938
H -0.84255 2.05250 0.41600
H -0.83649 1.12061 1.95268
H -1.21964 -0.59927 -1.39137
H -1.14256 -2.28810 -0.71183
H 0.94324 -1.81157 0.49054
*
```

Properties
Total energy (hartree): -270.39990
Highest occupied orbital energy (Ha): -0.3269
ΔE to the lowest compared entry with this formula, charge and spin (kcal/mol): 99.1
Gap between HOMO and LUMO (eV): 9.21
Max |F| (eV/Å): 1.7

Atom charges from the natural (NBO) analysis, given in e for atoms 1 to 8: number 1, C, carries -0.33; number 2, C, carries -0.24; number 3, C, carries -0.06; number 4, O, carries -0.63; number 5, C, carries -0.09; number 6, C, carries -0.29; number 7, H, carries 0.21; number 8, H, carries 0.23

---

The lowest total energy belongs to which entry?
C24H32FeN2O4P

---

What is the total energy in the second record?
-2542.74580 hartree

---

Look up the max |F| of the second one.
2.1 eV/Å